Entry 1:
The following is a quantum chemistry calculation of 2 unconnected molecules or ions with the total composition C2H5NO, from the Open Molecules 2025 dataset.

Each line ends with the Mulliken charge.
Positions of all 9 atoms, in Å:
C  0.4173  1.0158  0.7878  -0.69
N  0.2397  0.0079  -0.2222  -0.25
C  0.7729  -0.3717  -1.2311  0.59
O  1.2000  -0.8336  -2.2250  -0.47
H  1.3805  0.8951  1.2930  0.30
H  -0.3783  0.9185  1.5286  0.22
H  0.3662  2.0177  0.3504  0.30
H  -2.2657  -2.0651  -0.2391  0.21
H  -1.7326  -1.5846  -0.0424  -0.22

## Properties
SMILES ... CN=C=O.[H][H]
Molar mass ... 59.07 g mol⁻¹
E_LUMO ... 0.722 eV
Kohn-Sham gap ... 11.1714 eV
Energy relative to the best compared isomer or geometry (same formula, charge and spin) ... 158.02 kJ/mol

Entry 2:
The following is a quantum chemistry calculation of a molecular structure, C13H45NO10 at a distorted geometry, from the Open Molecules 2025 dataset.

Each line ends with the Mulliken charge.
Positions of all 69 atoms, in Å:
C  7.6661  -22.4142  -3.1309  -0.95
O  8.6008  -22.6361  -2.0189  -0.72
H  8.1823  -22.3933  -4.0907  0.34
H  6.8209  -23.0940  -3.2381  0.34
H  7.1823  -21.4629  -2.9095  0.27
H  8.5863  -23.5887  -1.9010  0.45
C  5.6262  -20.2040  0.8621  -0.01
O  4.6035  -20.7228  1.6538  -0.60
H  6.5431  -20.7923  0.8268  0.14
H  5.2962  -20.1123  -0.1727  0.46
H  5.9363  -19.2778  1.3458  0.33
H  4.9034  -20.6020  2.5578  0.37
C  9.6417  -19.2541  -0.3936  -1.08
O  8.8019  -18.4101  0.3668  -0.54
H  10.2152  -18.6430  -1.0906  0.43
H  10.2966  -19.7575  0.3176  0.51
H  9.0157  -19.9643  -0.9338  0.09
H  9.2667  -17.5815  0.5051  0.38
C  9.7200  -20.7096  1.6482  -2.23
O  8.4613  -20.2800  1.2500  -0.67
H  10.4219  -19.9095  1.8834  0.67
H  9.6995  -21.4885  2.4104  0.87
H  10.3335  -21.0190  0.8020  0.13
H  8.6173  -19.4208  0.8511  1.26
O  6.6966  -19.8388  -1.6751  -1.00
H  6.7014  -19.0810  -1.0904  0.35
H  7.3958  -20.4022  -1.3436  1.23
O  10.4952  -22.0580  -2.1756  -0.58
H  9.5688  -22.2660  -2.0546  1.03
H  10.6700  -22.2661  -3.0935  0.36
O  6.7026  -23.3860  -0.3528  -0.67
H  5.8147  -23.1407  -0.0927  0.24
H  7.2688  -22.9437  0.2798  -0.05
O  7.9854  -21.1010  -0.8128  -0.68
H  7.9016  -21.4962  0.0550  -0.31
H  7.8706  -21.8311  -1.4211  0.12
O  7.5928  -22.1422  0.8511  -1.43
H  8.1150  -21.3567  1.0140  0.31
H  7.2687  -22.3982  1.7146  0.71
C  11.7468  -22.5360  1.1386  -1.97
C  10.6239  -23.4935  0.7981  1.58
C  11.2909  -24.7682  0.2940  -1.13
C  10.3828  -26.0576  0.3783  -0.72
C  9.9506  -26.1791  1.8497  -1.55
C  9.1274  -25.0403  2.4432  2.06
N  9.8999  -23.7591  2.1067  0.20
O  9.2524  -22.6081  2.5555  -0.44
C  7.8283  -25.0136  1.6692  -1.72
C  8.9843  -25.2479  3.9628  -2.06
C  9.7254  -22.8607  -0.3678  0.72
H  12.3993  -22.9881  1.8856  0.56
H  11.4740  -21.6674  1.7379  0.38
H  12.3255  -22.2404  0.2635  0.24
H  11.5143  -24.7738  -0.7729  0.28
H  12.1983  -25.1424  0.7679  0.39
H  10.8512  -26.9828  0.0426  0.53
H  9.5948  -26.0134  -0.3735  0.24
H  10.7803  -26.3352  2.5391  0.37
H  9.3826  -27.1083  1.8956  0.57
H  7.9087  -24.6433  0.6472  0.60
H  7.3463  -25.9892  1.6060  0.39
H  7.1502  -24.2951  2.1297  0.12
H  8.1134  -24.7022  4.3262  0.35
H  8.8822  -26.3116  4.1774  0.44
H  9.8678  -24.9329  4.5180  0.42
H  10.2170  -22.3640  -1.2044  0.49
H  9.1200  -22.0729  0.0804  0.22
H  9.0923  -23.6156  -0.8340  -0.65
H  8.8250  -22.4282  1.7149  -0.76

## Properties
Molar mass ... 375.50 g mol⁻¹
E_LUMO ... 0.330 eV
Kohn-Sham gap ... 8.2355 eV
Energy relative to the best compared isomer or geometry (same formula, charge and spin) ... 3159.75 kJ/mol

Entry 3:
The following is a quantum chemistry calculation of 2 unconnected molecules or ions with the total composition C12H17IN5O2 at a distorted geometry, from the Open Molecules 2025 dataset.

Each line ends with the Mulliken charge.
Positions of all 37 atoms, in Å:
C  -0.5214  1.4820  -0.9919  -0.54
C  0.0044  0.1156  -1.8005  0.56
O  0.8151  0.2637  -2.8633  -0.54
O  -0.5200  -1.1640  -1.2891  -0.30
C  0.4284  -2.2736  -1.4933  -0.48
C  0.2748  -3.2845  -0.2117  -0.22
C  1.7244  -3.7304  0.4708  -0.79
N  1.3914  -4.9748  1.3198  -0.08
C  0.9616  -4.7531  2.6087  0.32
N  0.6130  -6.0408  3.3468  -0.41
C  0.1536  -5.4197  4.6752  0.11
I  -0.6095  -6.5989  6.3793  0.28
N  0.3084  -3.9071  4.6335  -0.18
N  0.7805  -3.4672  3.4019  0.00
H  -0.0977  2.4233  -1.5444  0.06
H  -1.7035  1.5284  -1.0267  0.28
H  -0.1538  1.4861  0.1407  0.25
H  0.0246  -2.8771  -2.4406  0.23
H  1.5384  -1.9449  -1.6747  0.37
H  -0.2056  -4.3064  -0.5988  0.26
H  -0.3787  -2.8740  0.6696  0.30
H  2.1605  -2.8652  1.1657  0.25
H  2.5530  -3.9844  -0.3153  0.38
H  1.4695  -5.9091  0.8499  0.31
H  0.0756  -3.2658  5.4464  0.27
H  0.9952  -2.4942  3.0641  0.29
N  -0.2311  5.2110  -1.1242  -0.52
C  -0.1994  5.2102  -2.4749  -0.05
C  -0.9241  6.0896  -3.2633  -0.52
C  -1.7349  7.0259  -2.6304  -0.15
C  -1.7902  7.0504  -1.2406  -0.39
C  -1.0260  6.1326  -0.5381  -0.16
H  0.4453  4.4590  -2.9217  0.40
H  -0.8582  6.0453  -4.3445  0.35
H  -2.3187  7.7307  -3.2152  0.36
H  -2.4127  7.7673  -0.7174  0.35
H  -1.0322  6.1140  0.5481  0.36

## Properties
Total charge ... +1
Molar mass ... 390.20 g mol⁻¹
E_LUMO ... -4.266 eV
Kohn-Sham gap ... 6.9475 eV
Energy relative to the best compared isomer or geometry (same formula, charge and spin) ... 672.03 kJ/mol